# 1
ORCA calculation (ωB97M-V/def2-TZVPD) on an isolated molecule of C5H10O at a distorted geometry.

Lowest unoccupied orbital energy (spin up / spin down) ... 0.570 / 0.905 eV
Relative energy (zero: lowest compared OMol25 entry of this formula, charge and spin) ... 101.50 kcal per mole
Orbital gap (spin up / spin down) ... 0.27993 / 0.31142 Eh
HOMO energy (spin up / spin down) ... -7.047 / -7.569 eV

Last column: Löwdin charge in e.
Element x y z (Å)
C1 2.348 -0.388 0.216  -0.058
O1 1.452 0.550 0.586  -0.110
C2 0.550 1.009 -0.197  -0.212
C3 -0.838 1.242 0.298  -0.175
C4 -1.574 0.030 -0.298  -0.243
C5 -0.671 -1.207 -0.002  -0.107
H1 2.698 -0.302 -0.810  0.067
H2 0.495 -1.238 -0.100  0.065
H3 3.049 -0.637 0.994  0.052
H4 0.726 0.936 -1.272  0.138
H5 -0.852 1.191 1.392  0.121
H6 -1.254 2.206 -0.020  0.107
H7 -1.701 0.173 -1.381  0.102
H8 -2.601 -0.077 0.104  0.107
H9 -0.775 -1.435 1.064  0.079
H10 -1.052 -2.054 -0.573  0.066

---

# 2
ORCA calculation (ωB97M-V/def2-TZVPD) on an isolated molecule of C4H8O2.

Structure (SMILES) ... C1COCCO1
Lowest unoccupied orbital energy ... 1.104 eV
Relative energy (zero: lowest compared OMol25 entry of this formula, charge and spin) ... 35.91 kcal per mole
Orbital gap ... 0.38463 Eh
HOMO energy ... -9.362 eV

Last column: Löwdin charge in e.
Element x y z (Å)
C1 0.172 1.026 -0.927  -0.190
C2 -0.710 1.127 0.323  -0.188
O1 -0.350 0.217 1.345  -0.137
C3 -0.260 -1.105 0.841  -0.188
C4 0.815 -1.107 -0.230  -0.190
O2 0.389 -0.314 -1.322  -0.134
H1 -0.340 1.511 -1.766  0.128
H2 1.138 1.533 -0.776  0.126
H3 -0.620 2.128 0.757  0.128
H4 -1.760 0.958 0.040  0.125
H5 -0.017 -1.761 1.683  0.128
H6 -1.228 -1.426 0.418  0.132
H7 1.723 -0.681 0.229  0.132
H8 1.051 -2.097 -0.631  0.128

---

# 3
ORCA calculation (ωB97M-V/def2-TZVPD) on a structure of composition C14H31B3KO9 at a distorted geometry.

Lowest unoccupied orbital energy ... -3.537 eV
Orbital gap ... 0.26096 Eh
Charge ... +1
HOMO energy ... -10.638 eV

Last column: Löwdin charge in e.
Element x y z (Å)
C1 -6.912 0.052 -7.021  -0.095
C2 -7.235 0.203 -5.545  -0.251
O1 -6.711 -0.784 -4.660  -0.133
C3 -5.762 -1.691 -5.160  -0.224
C4 -5.302 -2.568 -4.018  -0.193
O2 -4.627 -1.789 -3.047  -0.127
C5 -3.710 -2.518 -2.258  -0.199
C6 -3.741 -1.921 -0.863  -0.174
O3 -3.020 -2.687 0.090  -0.122
C7 -1.602 -2.605 -0.027  -0.071
B1 -1.003 -1.370 0.749  -0.433
O4 -1.241 -0.044 0.388  0.271
B2 -0.075 0.651 0.175  -0.316
O5 1.063 0.306 0.884  0.248
B3 0.854 -0.597 1.928  -0.479
C8 1.699 -0.465 3.254  -0.040
O6 2.700 0.556 3.164  -0.162
C9 2.400 1.693 3.933  -0.171
C10 3.583 2.676 3.897  -0.135
O7 4.413 2.341 2.794  -0.191
C11 5.449 3.250 2.500  -0.260
C12 6.666 3.159 3.395  -0.179
O8 7.390 1.967 3.181  -0.140
C13 6.919 0.816 3.896  -0.216
C14 6.270 -0.201 2.951  -0.051
O9 -0.114 -1.555 1.807  0.324
H1 -7.390 0.882 -7.545  0.079
H2 -5.847 0.108 -7.242  0.071
H3 -7.334 -0.861 -7.441  0.077
H4 -6.915 1.188 -5.193  0.115
H5 -8.322 0.169 -5.436  0.115
H6 -6.195 -2.357 -5.916  0.128
H7 -4.882 -1.184 -5.573  0.128
H8 -4.638 -3.333 -4.436  0.127
H9 -6.178 -3.045 -3.563  0.136
H10 -3.948 -3.585 -2.216  0.134
H11 -2.712 -2.427 -2.709  0.122
H12 -4.778 -1.917 -0.528  0.139
H13 -3.409 -0.877 -0.878  0.129
H14 -1.188 -3.522 0.397  0.129
H15 -1.271 -2.569 -1.073  0.122
H16 -0.021 1.532 -0.620  0.118
H17 0.998 -0.242 4.068  0.133
H18 2.197 -1.402 3.516  0.134
H19 1.504 2.193 3.544  0.136
H20 2.210 1.417 4.976  0.133
H21 4.156 2.623 4.826  0.125
H22 3.217 3.699 3.764  0.134
H23 5.750 3.029 1.473  -0.043
H24 5.052 4.275 2.509  0.146
H25 7.334 3.983 3.129  0.140
H26 6.399 3.296 4.446  0.134
H27 6.218 1.128 4.671  0.117
H28 7.787 0.362 4.374  0.124
H29 5.182 -0.147 2.993  0.060
H30 6.595 -1.216 3.171  0.084
H31 6.618 0.040 1.945  0.049
K1 5.462 1.888 0.183  1.046

---

# 4
ORCA calculation (ωB97M-V/def2-TZVPD) on an isolated molecule of C4H3OP at a distorted geometry.

Structure (SMILES) ... C#C/C=C\P=O
Lowest unoccupied orbital energy ... -0.472 eV
Relative energy (zero: lowest compared OMol25 entry of this formula, charge and spin) ... 78.25 kcal per mole
Orbital gap ... 0.31820 Eh
HOMO energy ... -9.130 eV

Last column: Löwdin charge in e.
Element x y z (Å)
C1 2.090 0.542 0.926  0.142
C2 0.999 0.517 0.312  -0.128
C3 -0.351 0.473 -0.489  -0.116
C4 -0.364 1.158 -1.691  -0.298
P1 1.286 1.260 -2.275  0.784
O1 2.053 2.029 -1.398  -0.436
H1 2.921 0.789 1.262  -0.055
H2 -0.899 -0.028 0.198  0.050
H3 -1.173 1.314 -2.397  0.055

---

# 5
ORCA calculation (ωB97M-V/def2-TZVPD) on an isolated molecule of C21H18F2N2O3S at a distorted geometry.

Structure (SMILES) ... O=C(Nc1nc(-c2ccc(F)c(F)c2)cs1)c1ccc(OC[C@@H]2CCCO2)cc1
Lowest unoccupied orbital energy ... 0.330 eV
Relative energy (zero: lowest compared OMol25 entry of this formula, charge and spin) ... 25.42 kcal per mole
Orbital gap ... 0.31851 Eh
HOMO energy ... -8.337 eV

Last column: Löwdin charge in e.
Element x y z (Å)
O1 4.525 3.475 -1.029  0.108
C1 4.055 2.467 -0.563  -0.412
N1 4.897 1.390 -0.285  0.114
C2 4.523 0.095 -0.096  -0.598
N2 3.343 -0.373 -0.251  0.107
C3 3.256 -1.705 0.030  -0.323
C4 1.951 -2.337 -0.091  -0.155
C5 1.720 -3.670 0.246  -0.020
C6 0.457 -4.217 0.123  0.004
C7 -0.589 -3.440 -0.342  -0.207
F1 -1.817 -3.974 -0.459  0.084
C8 -0.364 -2.112 -0.685  -0.187
F2 -1.376 -1.354 -1.148  0.081
C9 0.891 -1.559 -0.560  0.070
C10 4.442 -2.276 0.399  -0.354
S1 5.714 -1.115 0.413  1.045
C11 2.633 2.266 -0.210  -0.179
C12 1.640 2.510 -1.148  -0.007
C13 0.306 2.311 -0.838  -0.007
C14 -0.057 1.893 0.440  -0.268
O2 -1.322 1.659 0.857  -0.026
C15 -2.388 1.812 -0.059  -0.136
C16 -3.693 1.500 0.692  -0.305
C17 -3.811 0.013 1.041  -0.117
C18 -4.572 -0.540 -0.162  -0.151
C19 -5.487 0.632 -0.510  -0.188
O3 -4.797 1.818 -0.137  -0.095
C20 0.944 1.690 1.398  0.011
C21 2.268 1.867 1.077  -0.033
H1 5.887 1.576 -0.401  0.150
H2 2.527 -4.285 0.611  0.109
H3 0.265 -5.246 0.384  0.122
H4 1.059 -0.527 -0.820  0.114
H5 4.654 -3.293 0.656  0.063
H6 1.918 2.838 -2.138  0.124
H7 -0.442 2.485 -1.595  0.109
H8 -2.273 1.125 -0.905  0.130
H9 -2.439 2.841 -0.435  0.140
H10 -3.728 2.138 1.584  0.154
H11 -4.394 -0.113 1.953  0.119
H12 -2.833 -0.440 1.179  0.111
H13 -3.887 -0.749 -0.982  0.099
H14 -5.130 -1.444 0.068  0.114
H15 -6.426 0.577 0.057  0.120
H16 -5.724 0.695 -1.575  0.120
H17 0.645 1.388 2.389  0.121
H18 3.028 1.709 1.828  0.124

---

# 6
ORCA calculation (ωB97M-V/def2-TZVPD) on the ion C2H9BNO3 with charge +1 at a distorted geometry.

Structure (SMILES) ... C[C@H]([NH3+])OB(O)O
Lowest unoccupied orbital energy ... -3.538 eV
Relative energy (zero: lowest compared OMol25 entry of this formula, charge and spin) ... 13.87 kcal per mole
Orbital gap ... 0.46211 Eh
Charge ... +1
HOMO energy ... -16.113 eV

Last column: Löwdin charge in e.
Element x y z (Å)
C1 1.883 -1.115 -0.048  -0.029
C2 0.681 -0.318 -0.381  -0.368
N1 0.839 0.976 0.372  0.189
O1 -0.557 -0.830 0.169  0.128
B1 -1.757 -0.141 -0.102  -0.716
O2 -1.790 1.304 -0.185  0.107
O3 -2.820 -0.931 0.054  0.247
H1 2.163 -0.871 1.050  0.120
H2 1.778 -2.295 -0.150  0.152
H3 2.666 -0.810 -0.864  0.132
H4 0.594 -0.112 -1.495  0.189
H5 0.869 0.675 1.305  0.124
H6 1.694 1.710 0.262  0.260
H7 -0.078 1.554 0.286  0.160
H8 -2.579 1.630 -0.693  0.153
H9 -3.585 -0.427 0.418  0.153

---

# 7
ORCA calculation (ωB97M-V/def2-TZVPD) on an isolated molecule of C4H9NO2.

Structure (SMILES) ... CCNC(=O)OC
Lowest unoccupied orbital energy ... 0.934 eV
Relative energy (zero: lowest compared OMol25 entry of this formula, charge and spin) ... 11.07 kcal per mole
Orbital gap ... 0.39168 Eh
HOMO energy ... -9.724 eV

Last column: Löwdin charge in e.
Element x y z (Å)
C1 1.845 1.502 0.704  -0.084
C2 0.334 1.452 1.010  -0.234
N1 -0.443 0.843 -0.051  0.063
C3 -0.580 -0.505 -0.085  -0.595
O1 -0.201 -1.270 0.781  0.081
O2 -1.215 -0.886 -1.213  -0.038
C4 -1.407 -2.291 -1.307  -0.062
H1 2.169 0.506 0.326  0.081
H2 2.110 2.291 -0.024  0.071
H3 2.436 1.663 1.614  0.068
H4 0.169 0.822 1.886  0.111
H5 -0.112 2.429 1.245  0.116
H6 -0.724 1.354 -0.864  0.141
H7 -1.939 -2.446 -2.245  0.091
H8 -0.446 -2.810 -1.317  0.095
H9 -1.996 -2.653 -0.462  0.095

---

# 8
ORCA calculation (ωB97M-V/def2-TZVPD) on an isolated molecule of CH4INO.

Structure (SMILES) ... NOCI
Lowest unoccupied orbital energy ... 0.473 eV
Relative energy (zero: lowest compared OMol25 entry of this formula, charge and spin) ... 1.81 kcal per mole
Orbital gap ... 0.36633 Eh
HOMO energy ... -9.495 eV

Last column: Löwdin charge in e.
Element x y z (Å)
N1 0.075 1.209 0.709  0.028
O1 0.480 0.324 -0.344  -0.347
C1 -0.259 -0.856 -0.263  -0.712
I1 0.424 -2.091 -1.870  0.763
H1 0.918 1.416 1.242  0.085
H2 -0.230 2.067 0.253  0.085
H3 -1.329 -0.681 -0.401  0.049
H4 -0.080 -1.389 0.674  0.049

---

Total energy in Eh, matching the order above: -271.590865, -307.655200, -1903.631515, -570.626295, -1744.200933, -386.796006, -363.067900, -468.113730